Below is a cluster of 14 separate species, C52H102N10O4 in total at a distorted geometry, with properties calculated with the ωB97M-V functional and the def2-TZVPD basis.

Last columns: bonded neighbours and bond lengths (Å).
Element x y z (Å)
1 C -2.55709 -2.84585 -4.75516  C2 1.527, H5 1.115, H6 1.090, H7 1.110
2 C -1.22807 -2.31678 -5.28941  C1 1.527, C3 1.528, O4 1.432, H8 1.104
3 C -1.22454 -2.15632 -6.80878  C2 1.528, H9 1.111, H10 1.052, H11 1.086
4 O -1.03174 -1.01357 -4.72893  C2 1.432, H12 0.977
5 H -2.90184 -3.79282 -5.23341  C1 1.115
6 H -3.29179 -2.09633 -5.04971  C1 1.090
7 H -2.54576 -2.91493 -3.64744  C1 1.110
8 H -0.40820 -2.94077 -4.89279  C2 1.104
9 H -0.40953 -1.51645 -7.20963  C3 1.111
10 H -2.18873 -1.84723 -7.09523  C3 1.052
11 H -0.98113 -3.09655 -7.29569  C3 1.086
12 H -1.02361 -0.34692 -5.44359  O4 0.977
13 C 5.20884 -3.71781 -1.41228  C14 1.514, H17 1.082, H18 1.090, H19 1.085
14 C 4.59343 -2.63050 -0.55654  C13 1.514, C15 1.541, O16 1.474, H20 1.053
15 C 5.26035 -2.24537 0.77822  C14 1.541, H21 1.118, H22 1.137, H23 1.134
16 O 4.83990 -1.39242 -1.31704  C14 1.474, H24 0.958
17 H 5.17660 -4.70563 -0.97230  C13 1.082
18 H 6.25784 -3.45049 -1.54012  C13 1.090
19 H 4.67289 -3.74863 -2.35570  C13 1.085
20 H 3.59307 -2.77173 -0.25981  C14 1.053
21 H 5.18456 -3.15736 1.42096  C15 1.118
22 H 4.63171 -1.42458 1.25204  C15 1.137
23 H 6.34312 -2.00752 0.53816  C15 1.134
24 H 4.56710 -1.56500 -2.21892  O16 0.958
25 C 0.98364 0.99029 0.06135  C26 1.541, H29 1.131, H30 1.076, H31 1.093
26 C 0.21100 -0.30404 0.38288  C25 1.541, C27 1.529, O28 1.513, H32 1.118
27 C 0.80446 -1.03841 1.58614  C26 1.529, H33 1.092, H34 1.063, H35 1.094
28 O -1.21435 0.13300 0.63795  C26 1.513, H36 0.979
29 H 2.02916 0.69220 -0.25125  C25 1.131
30 H 1.17838 1.58433 0.93696  C25 1.076
31 H 0.56288 1.64069 -0.71030  C25 1.093
32 H 0.08474 -0.94030 -0.52746  C26 1.118
33 H 0.77374 -0.42902 2.49153  C27 1.092
34 H 1.76213 -1.38274 1.27793  C27 1.063
35 H 0.25120 -1.96525 1.76337  C27 1.094
36 H -1.43138 -0.00934 1.58236  O28 0.979
37 C -5.93205 2.09381 -1.07421  C38 1.501, H41 1.081, H42 1.113, H43 1.088
38 C -4.84545 1.30310 -0.40660  C37 1.501, C39 1.512, O40 1.403, H44 1.111
39 C -4.05714 2.15827 0.55897  C38 1.512, H45 1.101, H46 1.149, H47 1.147
40 O -5.34721 0.27502 0.40556  C38 1.403, H48 0.974
41 H -6.33945 1.65198 -1.97305  C37 1.081
42 H -5.37375 2.99187 -1.42084  C37 1.113
43 H -6.67940 2.37055 -0.33421  C37 1.088
44 H -4.22940 0.90507 -1.24146  C38 1.111
45 H -3.63484 2.99406 -0.01928  C39 1.101
46 H -3.17008 1.56661 0.98743  C39 1.149
47 H -4.66629 2.51932 1.46088  C39 1.147
48 H -5.94435 -0.22539 -0.17816  O40 0.974
49 C -0.34239 -4.06274 4.47086  C50 1.601, H54 1.124, H55 1.094, H56 1.085
50 C 0.85183 -4.78771 5.25212  C49 1.601, C51 1.532, H57 1.134, H58 1.150
51 C 1.55672 -5.82097 4.36811  C50 1.532, C52 1.468, H59 1.078, H60 1.076
52 C 2.25573 -5.15401 3.26314  C51 1.468, N53 1.182
53 N 2.86396 -4.71464 2.35016  C52 1.182
54 H -0.98264 -3.33774 5.04263  C49 1.124
55 H -0.94093 -4.79799 3.92519  C49 1.094
56 H 0.14056 -3.49819 3.68048  C49 1.085
57 H 0.47875 -5.16014 6.25620  C50 1.134
58 H 1.54685 -3.91777 5.53792  C50 1.150
59 H 0.92905 -6.54869 3.87991  C51 1.078
60 H 2.33286 -6.21247 5.00258  C51 1.076
61 C -1.73881 -5.11481 0.67404  C62 1.516, H66 1.105, H67 1.078, H68 1.139
62 C -2.40642 -3.85661 0.15612  C61 1.516, C63 1.572, H69 1.122, H70 1.099
63 C -3.40304 -3.30133 1.23830  C62 1.572, C64 1.504, H71 1.113, H72 1.071
64 C -4.72506 -4.01624 1.30504  C63 1.504, N65 1.162
65 N -5.83321 -4.36467 1.31226  C64 1.162
66 H -1.04242 -4.78154 1.46457  C61 1.105
67 H -1.21090 -5.67997 -0.07761  C61 1.078
68 H -2.64276 -5.62885 1.13969  C61 1.139
69 H -3.02424 -4.02595 -0.76477  C62 1.122
70 H -1.69591 -3.04827 -0.06821  C62 1.099
71 H -3.65179 -2.23771 1.02367  C63 1.113
72 H -2.87995 -3.26629 2.17170  C63 1.071
73 C 1.25399 -5.76581 -5.51988  C74 1.512, H78 1.128, H79 1.111, H80 1.087
74 C 0.72960 -6.46370 -4.28516  C73 1.512, C75 1.516, H81 1.085, H82 1.054
75 C 1.48558 -6.06391 -3.03391  C74 1.516, C76 1.477, H83 1.085, H84 1.131
76 C 1.03862 -4.74876 -2.53290  C75 1.477, N77 1.144
77 N 0.68604 -3.72084 -2.17515  C76 1.144
78 H 0.73071 -6.06194 -6.47453  C73 1.128
79 H 2.34984 -5.79600 -5.70308  C73 1.111
80 H 1.01115 -4.71141 -5.42040  C73 1.087
81 H 0.90080 -7.52894 -4.39745  C74 1.085
82 H -0.30967 -6.31468 -4.19131  C74 1.054
83 H 2.55672 -6.12675 -3.19197  C75 1.085
84 H 1.23209 -6.82698 -2.23792  C75 1.131
85 C 3.70277 1.54744 2.27333  C86 1.522, H90 1.100, H91 1.075, H92 1.146
86 C 4.58213 1.71246 3.50485  C85 1.522, C87 1.570, H93 1.080, H94 1.112
87 C 3.86711 2.32771 4.76011  C86 1.570, C88 1.437, H95 1.041, H96 1.112
88 C 2.71286 1.55562 5.13034  C87 1.437, N89 1.138
89 N 1.89459 0.77773 5.27122  C88 1.138
90 H 3.43610 2.56861 1.96185  C85 1.100
91 H 2.80555 0.97866 2.43494  C85 1.075
92 H 4.31267 1.04766 1.44235  C85 1.146
93 H 5.48938 2.24826 3.26801  C86 1.080
94 H 4.96360 0.72944 3.85947  C86 1.112
95 H 3.53339 3.28641 4.53028  C87 1.041
96 H 4.60098 2.37953 5.59364  C87 1.112
97 C -2.94915 3.69712 4.35158  C98 1.559, H102 1.110, H103 1.106, H104 1.108
98 C -1.91277 2.67496 4.90967  C97 1.559, C99 1.535, H105 1.091, H106 1.093
99 C -1.00350 1.93850 3.91616  C98 1.535, C100 1.447, H107 1.088, H108 1.098
100 C -0.10371 2.85166 3.24537  C99 1.447, N101 1.145
101 N 0.50649 3.66846 2.72370  C100 1.145
102 H -2.50490 4.71469 4.33622  C97 1.110
103 H -3.77900 3.78880 5.07708  C97 1.106
104 H -3.38406 3.37036 3.38655  C97 1.108
105 H -2.36395 1.86814 5.48907  C98 1.091
106 H -1.27734 3.17995 5.64169  C98 1.093
107 H -1.60122 1.39982 3.18409  C99 1.088
108 H -0.41689 1.16560 4.42921  C99 1.098
109 C 4.24215 0.92913 -4.23606  C110 1.558, H114 1.142, H115 1.081, H116 1.079
110 C 2.71140 0.71324 -4.04083  C109 1.558, C111 1.511, H117 1.093, H118 1.109
111 C 2.26974 -0.70522 -3.76482  C110 1.511, C112 1.479, H119 1.090, H120 1.083
112 C 2.72111 -1.66584 -4.79425  C111 1.479, N113 1.149
113 N 3.09372 -2.31715 -5.66450  C112 1.149
114 H 4.69582 0.36756 -5.12128  C109 1.142
115 H 4.86102 0.59180 -3.41599  C109 1.081
116 H 4.40967 1.98183 -4.40445  C109 1.079
117 H 2.29700 1.17015 -4.94269  C110 1.093
118 H 2.43551 1.28176 -3.12923  C110 1.109
119 H 1.18764 -0.82077 -3.70229  C111 1.090
120 H 2.68389 -1.09454 -2.84269  C111 1.083
121 C -5.52344 1.27908 4.71081  C122 1.519, H126 1.070, H127 1.124, H128 1.074
122 C -6.07171 -0.11274 4.44455  C121 1.519, C123 1.515, H129 1.090, H130 1.177
123 C -5.23917 -0.94896 3.49498  C122 1.515, C124 1.471, H131 1.145, H132 1.108
124 C -3.78572 -0.92078 3.72124  C123 1.471, N125 1.154
125 N -2.63576 -0.86551 3.80589  C124 1.154
126 H -5.60226 1.85997 3.81619  C121 1.070
127 H -4.43211 1.17972 4.96118  C121 1.124
128 H -5.96782 1.73313 5.57642  C121 1.074
129 H -7.12355 -0.04443 4.16753  C122 1.090
130 H -5.99745 -0.67985 5.47337  C122 1.177
131 H -5.31077 -0.56827 2.41766  C123 1.145
132 H -5.44078 -2.03831 3.47139  C123 1.108
133 C -1.61975 7.39507 1.38927  C134 1.532, H138 1.063, H139 1.173, H140 1.089
134 C -0.90335 6.04066 1.39895  C133 1.532, C135 1.481, H141 1.091, H142 1.095
135 C 0.36019 5.89994 0.63946  C134 1.481, C136 1.481, H143 1.064, H144 1.084
136 C 0.26289 6.10433 -0.82391  C135 1.481, N137 1.137
137 N 0.14444 6.22761 -1.94808  C136 1.137
138 H -1.86426 7.62832 0.38114  C133 1.063
139 H -0.74574 8.09381 1.74203  C133 1.173
140 H -2.49969 7.42460 2.03003  C133 1.089
141 H -1.67831 5.32833 1.11300  C134 1.091
142 H -0.69845 5.81292 2.44991  C134 1.095
143 H 0.75048 4.92368 0.80079  C135 1.064
144 H 1.08192 6.66046 0.91322  C135 1.084
145 C -3.01347 2.07059 -3.96311  C146 1.513, H150 1.094, H151 1.134, H152 1.086
146 C -1.76586 2.03886 -3.10730  C145 1.513, C147 1.556, H153 1.128, H154 1.042
147 C -0.60195 2.75022 -3.85537  C146 1.556, C148 1.474, H155 1.103, H156 1.119
148 C -0.35815 2.27748 -5.23015  C147 1.474, N149 1.152
149 N -0.09895 1.80074 -6.24577  C148 1.152
150 H -2.75240 1.67849 -4.95034  C145 1.094
151 H -3.42425 3.12722 -3.98222  C145 1.134
152 H -3.68671 1.34451 -3.51699  C145 1.086
153 H -1.54245 0.95650 -2.88197  C146 1.128
154 H -1.83938 2.65471 -2.26972  C146 1.042
155 H 0.29949 2.60480 -3.23633  C147 1.103
156 H -0.71133 3.86299 -3.82074  C147 1.119
157 C 3.26025 3.99186 -0.97320  C158 1.518, H162 1.109, H163 1.063, H164 1.107
158 C 3.58394 5.24277 -0.17572  C157 1.518, C159 1.552, H165 1.075, H166 1.058
159 C 5.12875 5.38513 -0.20989  C158 1.552, C160 1.457, H167 1.072, H168 1.099
160 C 5.77870 4.65395 0.86950  C159 1.457, N161 1.134
161 N 6.13965 4.07995 1.77901  C160 1.134
162 H 3.67887 4.16558 -1.98554  C157 1.109
163 H 2.21988 3.78573 -1.05143  C157 1.063
164 H 3.61707 3.06261 -0.48877  C157 1.107
165 H 3.26022 5.05816 0.83311  C158 1.075
166 H 3.16084 6.14048 -0.54312  C158 1.058
167 H 5.39247 6.40725 -0.02138  C159 1.072
168 H 5.68033 5.12795 -1.12510  C159 1.099

Multiplicity   1
Relative energy (zero: lowest compared OMol25 entry of this formula, charge and spin)   86.6 kJ/mol
Charge   0
E_LUMO   0.0171 hartree